{
  "formula": "C23H40Cl4N3O2",
  "method": "ωB97M-V/def2-TZVPD",
  "symbols": ["C", "C", "C", "Cl", "C", "O", "C", "C", "C", "Cl", "C", "C", "N", "C", "C", "C", "C", "N", "C", "C", "O", "C", "C", "Cl", "C", "C", "Cl", "H", "H", "H", "H", "H", "H", "H", "H", "H", "H", "H", "H", "H", "H", "H", "H", "H", "H", "H", "H", "H", "H", "H", "H", "H", "H", "H", "H", "H", "H", "H", "H", "H", "C", "C", "C", "C", "N", "H", "H", "H", "H", "H", "H", "H"],
  "xyz": [[-0.665, 5.816, -0.890], [-0.756, 4.321, -1.175], [0.521, 3.577, -0.809], [1.797, 3.934, -2.011], [0.378, 2.052, -0.719], [-0.223, 1.533, -1.888], [-1.531, 1.048, -1.765], [-1.606, -0.086, -0.765], [-0.779, -1.371, -1.036], [-1.878, -2.761, -0.654], [-0.205, -1.585, -2.440], [1.228, -1.091, -2.639], [-1.345, 0.550, 0.606], [-1.263, -0.466, 1.725], [-1.761, 0.083, 3.048], [-3.220, 0.565, 3.044], [-4.207, -0.335, 2.309], [-4.287, -1.637, 2.964], [-4.270, -2.825, 2.227], [-5.173, -2.863, 1.018], [-3.607, -3.768, 2.597], [-0.328, 1.722, 0.630], [0.667, 1.699, 1.769], [0.366, 2.961, 2.928], [1.727, 0.893, 1.895], [2.096, -0.239, 0.991], [2.791, 1.071, 3.232], [-0.023, 6.315, -1.613], [-1.651, 6.276, -0.933], [-0.258, 6.002, 0.105], [-0.965, 4.145, -2.231], [-1.598, 3.901, -0.613], [0.910, 3.943, 0.144], [1.387, 1.650, -0.696], [-2.234, 1.839, -1.469], [-1.841, 0.704, -2.748], [-2.649, -0.397, -0.701], [0.022, -1.479, -0.308], [-0.200, -2.663, -2.589], [-0.882, -1.193, -3.200], [1.395, -0.079, -2.284], [1.926, -1.767, -2.144], [1.463, -1.088, -3.703], [-2.233, 1.018, 0.789], [-0.244, -0.832, 1.792], [-1.885, -1.300, 1.406], [-1.627, -0.731, 3.763], [-1.127, 0.891, 3.411], [-3.537, 0.654, 4.085], [-3.302, 1.581, 2.641], [-5.181, 0.158, 2.275], [-3.905, -0.475, 1.262], [-3.623, -1.747, 3.722], [-5.224, -3.884, 0.653], [-4.778, -2.236, 0.216], [-6.167, -2.495, 1.270], [-0.964, 2.575, 0.850], [3.173, -0.262, 0.832], [1.608, -0.188, 0.022], [1.848, -1.197, 1.456], [6.296, -1.285, -1.464], [6.421, -2.774, -1.753], [5.084, -3.411, -2.149], [4.111, -3.359, -1.056], [3.377, -3.318, -0.173], [5.638, -1.105, -0.611], [7.268, -0.852, -1.230], [5.892, -0.750, -2.326], [6.819, -3.295, -0.881], [7.123, -2.943, -2.571], [5.213, -4.455, -2.435], [4.655, -2.891, -3.009]],
  "atomic_forces_ev_per_a": [[0.008, 0.018, -0.003], [0.012, 0.000, -0.018], [0.002, 0.023, 0.024], [0.025, 0.022, 0.004], [0.027, -0.056, -0.043], [-0.030, 0.061, -0.026], [0.037, -0.024, 0.049], [0.004, 0.028, -0.031], [-0.045, -0.056, 0.141], [0.013, -0.029, -0.008], [0.000, -0.056, -0.060], [0.017, -0.051, -0.031], [-0.010, -0.184, -0.031], [0.013, -0.031, 0.009], [-0.001, -0.005, 0.046], [0.001, 0.029, -0.032], [-0.178, -0.051, 0.039], [0.614, -0.246, -0.148], [-0.227, 0.021, 0.030], [0.103, 0.014, -0.022], [-0.124, 0.115, -0.018], [0.068, 0.102, 0.028], [0.002, 0.029, -0.053], [0.042, 0.020, -0.001], [0.000, -0.001, -0.018], [0.034, -0.062, 0.047], [-0.022, -0.035, 0.022], [0.022, -0.007, 0.009], [-0.003, 0.028, -0.071], [-0.015, -0.010, 0.025], [-0.055, -0.043, 0.006], [0.021, -0.002, 0.073], [-0.007, -0.034, 0.016], [0.027, -0.069, 0.016], [-0.022, -0.005, 0.011], [0.031, -0.018, -0.031], [-0.021, 0.023, -0.028], [0.033, 0.076, -0.062], [-0.025, -0.011, -0.062], [-0.021, 0.094, 0.040], [-0.046, 0.057, 0.003], [0.011, 0.046, 0.074], [0.022, -0.047, -0.013], [0.024, 0.031, 0.018], [-0.001, 0.090, 0.010], [0.011, -0.011, 0.002], [-0.041, -0.031, -0.003], [0.017, -0.040, 0.017], [-0.055, 0.069, -0.009], [0.054, 0.001, -0.050], [-0.041, -0.040, 0.061], [-0.016, 0.076, -0.010], [-0.133, 0.075, 0.095], [-0.024, -0.009, 0.022], [0.010, 0.014, -0.006], [-0.008, -0.018, 0.012], [-0.093, -0.031, -0.025], [0.007, 0.071, -0.043], [-0.022, -0.004, -0.010], [0.052, -0.023, 0.020], [0.005, -0.005, 0.004], [0.006, 0.021, 0.011], [0.016, -0.019, -0.025], [-0.002, -0.046, 0.087], [-0.084, 0.173, -0.085], [-0.006, -0.001, -0.004], [-0.004, 0.000, 0.007], [0.003, 0.001, 0.000], [0.007, -0.013, -0.012], [-0.011, 0.006, -0.009], [-0.002, -0.005, 0.022], [-0.005, -0.003, 0.002]],
  "lowdin_charge": [-0.09, -0.28, -0.62, 0.70, -0.32, -0.08, -0.13, -0.22, -0.56, 0.72, -0.25, -0.07, 0.04, -0.11, -0.15, -0.17, -0.21, 0.06, -0.54, -0.01, 0.07, -0.17, -0.66, 0.74, -0.72, -0.10, 0.76, 0.07, 0.08, 0.08, 0.12, 0.10, 0.10, 0.12, 0.14, 0.15, 0.12, 0.08, 0.10, 0.11, 0.06, 0.06, 0.09, 0.15, 0.11, 0.08, 0.13, 0.07, 0.13, 0.12, 0.13, 0.09, 0.13, 0.09, 0.05, 0.09, 0.11, 0.09, 0.05, 0.09, -0.10, -0.25, -0.18, -0.23, 0.15, 0.06, 0.08, 0.08, 0.12, 0.11, 0.12, 0.12],
  "homo_lumo_gap_ev": 9.42,
  "total_charge": 1,
  "multiplicity": 1
}

=====

{
  "formula": "C2H7N3",
  "method": "ωB97M-V/def2-TZVPD",
  "symbols": ["C", "C", "H", "H", "H", "H", "H", "H", "H", "N", "N", "N"],
  "xyz": [[1.113, -0.747, -0.616], [-0.668, 1.077, -0.329], [1.355, -0.134, -1.554], [0.975, -1.852, -0.934], [2.021, -0.721, 0.106], [0.269, -0.491, 1.905], [-0.712, -1.682, 1.270], [-0.270, 1.579, -1.187], [-1.924, 2.307, -0.163], [-0.090, -0.184, -0.066], [-0.436, -0.692, 1.196], [-1.632, 1.540, 0.373]],
  "atomic_forces_ev_per_a": [[1.315, 0.022, -1.379], [-0.082, -1.701, 1.051], [-0.038, -0.999, 1.197], [0.053, 1.782, 0.526], [-1.448, 0.144, -1.028], [-0.102, 0.018, -0.340], [0.293, 0.814, -0.783], [0.363, 0.039, -0.695], [-0.800, 1.880, -0.413], [-0.503, -0.121, 1.323], [-0.221, -0.414, 0.742], [1.170, -1.464, -0.203]],
  "lowdin_charge": [-0.11, -0.27, 0.09, 0.10, 0.09, 0.08, 0.09, 0.10, 0.00, -0.28, 0.02, 0.08],
  "homo_lumo_gap_ev": 9.64,
  "smiles": "[H]/N=C/N(C)N",
  "total_charge": 0,
  "multiplicity": 1
}

=====

{
  "formula": "C5H11NO",
  "method": "ωB97M-V/def2-TZVPD",
  "symbols": ["C", "C", "N", "H", "H", "H", "H", "H", "H", "H", "C", "C", "C", "O", "H", "H", "H", "H"],
  "xyz": [[-2.968, 0.391, -0.794], [0.512, 1.165, 0.150], [-2.795, 0.133, 0.415], [-3.547, 0.414, 1.045], [-1.127, -0.611, 1.044], [-2.186, 0.099, -1.490], [-3.867, 0.872, -1.238], [0.979, 1.576, 1.053], [1.036, 1.550, -0.724], [-0.531, 1.490, 0.123], [0.605, -0.367, 0.186], [2.022, -0.771, 0.470], [2.914, -1.074, -0.453], [-0.212, -0.911, 1.195], [0.297, -0.760, -0.799], [2.272, -0.784, 1.522], [3.930, -1.335, -0.203], [2.666, -1.076, -1.499]],
  "atomic_forces_ev_per_a": [[-0.691, 0.262, -1.006], [0.040, -0.086, 0.207], [0.128, -0.171, 1.037], [-0.094, 0.056, -0.289], [0.083, -0.004, -0.033], [0.041, 0.057, -0.123], [0.450, -0.212, 0.365], [-0.099, -0.002, -0.142], [0.015, 0.058, 0.009], [0.127, -0.013, -0.031], [0.006, 0.356, -0.275], [-0.369, -0.117, -0.036], [0.229, -0.068, 0.041], [-0.079, -0.137, 0.268], [0.136, 0.009, 0.075], [0.087, 0.022, 0.155], [0.125, 0.005, 0.086], [-0.136, -0.013, -0.308]],
  "lowdin_charge": [-0.10, -0.05, 0.03, 0.07, 0.02, 0.07, 0.08, 0.09, 0.08, 0.05, -0.48, -0.14, 0.01, -0.06, 0.13, 0.11, 0.05, 0.05],
  "homo_lumo_gap_ev": 10.21,
  "smiles": "C=C[C@H](C)O.C=N",
  "total_charge": 0,
  "multiplicity": 1
}